The following is a DFT calculation (wB97M-V/def2-TZVPD) of a gas-phase ion, C14H20N (charge +1) at a distorted geometry.

Cartesian coordinates (Å):
C1 1.749 -2.195 0.184
C2 1.965 -1.083 0.562
C3 -0.372 -3.160 0.336
C4 1.248 1.987 -0.938
C5 -1.167 -2.102 0.126
C6 -0.001 1.556 -0.849
C7 1.102 -3.434 0.091
C8 -0.616 -0.890 -0.595
C9 1.699 0.283 0.671
C10 -0.286 0.428 0.090
C11 -2.595 -2.429 0.246
C12 -1.230 2.293 -1.527
C13 -1.060 0.774 1.274
C14 2.968 2.315 0.774
N1 2.322 1.329 -0.123
H1 -0.807 -3.971 0.913
H2 1.490 2.808 -1.598
H3 1.298 -3.925 -0.833
H4 1.477 -4.102 0.832
H5 0.196 -1.345 -1.081
H6 -1.426 -0.504 -1.240
H7 1.573 0.637 1.665
H8 -2.710 -3.271 0.902
H9 -3.126 -2.572 -0.751
H10 -3.312 -1.704 0.747
H11 -1.418 1.699 -2.434
H12 -0.900 3.167 -1.990
H13 -2.002 2.399 -0.764
H14 -1.135 -0.036 2.004
H15 -2.053 0.971 0.963
H16 -0.708 1.583 1.764
H17 2.199 2.760 1.430
H18 3.852 1.853 1.264
H19 3.365 3.350 0.421
H20 3.009 0.768 -0.618

## Properties
M	202.3	g mol⁻¹
gap between HOMO and LUMO	9.070	eV
largest force on an atom	0.09350	Eh/bohr
net charge	+1
energy relative to the best compared isomer or geometry (same formula, charge and spin)	625.67	kJ/mol